Molecular formula: C9H29CaNOP2
Method: DFT, ωB97M-V with the def2-TZVPD basis set

Atoms and positions in Å:
Ca: 0.1254 -1.3758 0.3834
H: 0.8102 -3.6029 1.0943
H: 0.3166 -3.7868 0.5386
P: 1.6908 0.7646 1.4239
P: -1.3466 -0.2974 -2.0147
C: -3.1143 -0.1658 -1.7814
H: -3.5016 -0.3451 -2.7983
H: -3.4858 -0.9339 -1.0830
H: -3.4085 0.8287 -1.4190
C: -1.0337 0.6798 -3.4677
H: -0.0043 0.5331 -3.7956
H: -1.7534 0.2725 -4.1792
H: -1.2084 1.7353 -3.2626
C: -1.2429 -1.9564 -2.6876
H: -1.6500 -2.7239 -2.0003
H: -1.8872 -1.8695 -3.5825
H: -0.2130 -2.2317 -2.9727
C: 2.7500 2.1955 1.0488
H: 3.4710 2.3245 1.8626
H: 3.2550 2.0150 0.1009
H: 2.1293 3.0824 0.9244
C: 1.2778 1.2341 3.1568
H: 0.8365 0.3876 3.7166
H: 2.1966 1.5814 3.6692
H: 0.5221 2.0377 3.1658
C: 3.0425 -0.3680 1.9116
H: 3.5633 -0.7505 1.0128
H: 3.7583 0.1864 2.5542
H: 2.6715 -1.2635 2.4556
H: 1.0849 -0.0161 -0.8154
H: -0.1610 0.3644 -0.9258
C: -3.5251 -1.4654 3.5005
N: -3.1966 -0.1028 3.0281
C: -3.9559 1.0064 3.6043
C: -2.2329 0.0868 2.1376
O: -1.5390 -0.8737 1.6668
H: -4.3371 -1.4265 4.2523
H: -2.6183 -1.9357 3.9265
H: -3.8172 -2.0917 2.6362
H: -3.2876 1.7213 4.0898
H: -4.4552 1.5809 2.8209
H: -4.6991 0.6639 4.3289
H: -2.0431 1.1295 1.8214

## Properties
ΔE to the lowest compared entry with this formula, charge and spin = 39.24 kcal per mole
Frontier orbital gap (alpha / beta) = 0.1143 / 0.1143 hartree
F_max = 0.0733 Eh/bohr
E = -1850.33582 Ha
2S+1 = 1
E_LUMO (alpha / beta) = 0.2497 / 0.2498 eV
Highest occupied orbital energy (alpha / beta) = -2.862 / -2.861 eV